[1]
{
  "formula": "H24O12",
  "method": "the ωB97M-V functional and the def2-TZVPD basis",
  "symbols": ["O", "O", "O", "O", "O", "O", "O", "O", "O", "O", "O", "O", "H", "H", "H", "H", "H", "H", "H", "H", "H", "H", "H", "H", "H", "H", "H", "H", "H", "H", "H", "H", "H", "H", "H", "H"],
  "xyz": [[3.24894, -0.97411, -0.70469], [-0.30106, 1.68389, 2.60031], [-1.28406, -3.51011, -0.02569], [0.84994, 2.83689, -1.36269], [-0.53506, 1.22589, -3.17869], [0.76594, -2.00011, -0.90969], [-1.95906, 2.44289, 0.48031], [1.61994, -0.29511, 2.12231], [-2.72906, -0.76611, 1.22331], [2.58994, -2.84611, 2.08031], [-2.93306, 0.75889, -1.26669], [0.30294, 0.53889, 0.03831], [-0.19306, 1.74089, -2.43069], [-3.82406, 0.76289, -1.49769], [-1.70306, 3.11089, -0.15469], [-0.97606, 1.92689, -3.63569], [1.19694, 0.50189, 2.44031], [1.02894, -1.02811, 2.37731], [-0.65206, 1.84389, 1.71831], [0.73794, -2.54211, -1.74369], [-1.55106, -3.87311, -0.87969], [1.56494, -1.49011, -0.91569], [2.48494, -1.89711, 1.81431], [3.57294, -0.52011, 0.01031], [3.03594, -0.35011, -1.44469], [0.10594, -0.17911, -0.54669], [-2.50106, -0.22611, 0.49331], [0.48194, 3.70589, -1.07869], [-0.54206, -2.90111, -0.12569], [-1.91206, -0.96711, 1.60231], [0.96894, 0.16189, 0.66131], [-2.52406, -0.06211, -1.53469], [-2.17006, 1.71289, -0.11669], [0.61994, 2.19989, -0.66569], [-0.23006, 2.56189, 2.91931], [3.34294, -3.28911, 1.63731]],
  "forces_ev_per_angstrom": [[-1.6, -1.3, -4.0], [0.5, -1.0, -0.1], [-0.6, -0.4, 0.3], [-0.5, 1.3, 0.2], [0.2, -0.4, 0.5], [-1.4, -1.3, -1.6], [0.3, 0.5, 0.3], [0.4, -1.2, -0.1], [-2.1, -0.3, 0.1], [0.1, 0.4, -0.2], [2.3, 0.2, 0.6], [0.3, 0.8, 0.4], [0.4, -0.2, 0.1], [-2.3, -0.2, -0.6], [0.1, 0.5, 0.0], [-0.6, 0.4, -0.9], [-0.7, 0.8, 0.6], [0.1, 0.5, 0.1], [-0.6, -0.3, -0.7], [0.2, 0.9, 1.3], [0.3, 0.3, 0.2], [1.3, 0.1, 0.2], [1.0, -1.5, 0.0], [1.2, 2.1, 2.6], [0.7, -0.4, 1.2], [-0.3, -0.8, -0.7], [0.0, 0.9, -1.0], [0.5, -1.0, -0.3], [0.0, -0.2, -0.3], [1.9, -0.7, 1.1], [-0.4, 0.2, -0.2], [-0.1, -0.3, -0.5], [-0.3, -0.3, 0.0], [0.0, -0.3, 0.3], [0.2, 1.3, 0.9], [-0.8, 0.9, 0.2]],
  "mulliken_charge": [-0.71, -0.64, -0.63, -0.69, -0.62, -0.59, -0.71, -0.85, -0.63, -0.64, -0.54, -0.29, 0.30, 0.22, 0.33, 0.27, 0.36, 0.32, 0.40, 0.26, 0.25, 0.25, 0.44, 0.30, 0.36, 0.18, 0.35, 0.33, 0.45, 0.30, 0.28, 0.29, 0.29, 0.43, 0.29, 0.31],
  "de_lowest_ev": 1.893,
  "gap_ev": 10.611,
  "charge": 0
}



[2]
{
  "formula": "H24O12",
  "method": "the ωB97M-V functional and the def2-TZVPD basis",
  "symbols": ["O", "O", "O", "O", "O", "O", "O", "O", "O", "O", "O", "O", "H", "H", "H", "H", "H", "H", "H", "H", "H", "H", "H", "H", "H", "H", "H", "H", "H", "H", "H", "H", "H", "H", "H", "H"],
  "xyz": [[0.42812, -0.04285, 2.72100], [-0.19208, -0.34439, -0.00577], [1.24739, 2.33295, -1.96298], [-0.74295, 0.75103, -2.66353], [-2.04854, 1.46456, 0.22085], [3.25968, -0.70788, -0.14018], [1.44589, -0.97611, -2.16214], [0.17773, 2.43726, 1.70359], [-2.09121, -1.84679, 1.00463], [0.37218, -3.11647, 2.92207], [0.38539, -3.35535, -0.02098], [-1.73160, 3.47011, -1.86786], [4.22299, -0.89069, -0.31053], [0.57645, 1.72686, -2.22931], [0.56754, -0.84631, -1.69923], [0.17050, -3.00684, 2.01054], [-1.29155, 0.13505, -2.20486], [-1.39399, -1.47403, 0.39659], [1.14171, 2.40162, 1.72828], [0.18405, -0.37809, 0.87724], [-0.14582, -2.85200, -0.69432], [-1.91414, 2.72025, -1.33422], [-0.36923, -0.48078, 3.07382], [-2.56695, 3.52666, -2.38823], [1.63663, 2.62300, -2.79841], [-2.13181, -2.79533, 0.88882], [-0.71957, 0.46238, 0.04656], [1.96207, -1.17626, -1.40313], [0.31331, 0.91608, 2.71987], [-2.77058, 1.06432, 0.72578], [3.07656, -0.94709, 0.75016], [0.60523, -4.08487, 2.98672], [-0.06146, 3.32292, 1.39893], [-1.57991, 1.90471, 0.92541], [-1.34618, 1.38942, -2.99412], [1.32413, -3.32706, -0.22111]],
  "forces_ev_per_angstrom": [[0.0, -0.5, 0.0], [0.1, -0.4, -0.5], [1.4, 1.4, 0.2], [0.6, -0.5, -0.4], [-1.1, 0.1, 0.2], [1.7, 0.0, -1.3], [-2.6, -0.3, -0.4], [-0.2, 0.5, 0.1], [0.1, 0.5, -0.4], [0.7, -1.9, 1.6], [-1.2, 0.3, -0.3], [-1.2, 1.1, -1.7], [-1.5, 0.3, 0.4], [-0.8, -1.0, -0.1], [1.6, 0.2, -1.0], [-0.3, 0.2, -1.6], [-0.5, -0.8, 0.6], [-0.6, -0.4, 0.7], [0.0, 0.2, -0.4], [0.6, -0.2, 0.7], [1.5, -0.7, 0.8], [0.0, -1.2, 1.3], [0.5, 0.4, -0.1], [0.9, 0.4, 0.5], [0.0, 0.0, 0.3], [0.1, -0.2, 0.0], [-0.2, 0.1, -0.4], [1.3, 0.0, 0.9], [-0.6, -0.3, 0.3], [-0.1, -0.3, -0.4], [0.0, -0.3, 1.3], [-0.4, 1.6, 0.0], [0.4, 0.0, 0.0], [0.8, 0.5, 0.3], [-0.8, 1.2, -0.6], [-0.1, 0.3, -0.5]],
  "mulliken_charge": [-0.67, -0.16, -0.61, -0.66, -0.73, -0.61, -0.60, -0.71, -0.62, -0.63, -0.62, -0.60, 0.27, 0.40, 0.23, 0.39, 0.23, 0.31, 0.31, 0.13, 0.29, 0.32, 0.32, 0.34, 0.30, 0.31, 0.31, 0.35, 0.34, 0.32, 0.32, 0.29, 0.28, 0.30, 0.28, 0.29],
  "de_lowest_ev": 2.037,
  "gap_ev": 9.767,
  "charge": 0
}



[3]
{
  "formula": "H24O12",
  "method": "the ωB97M-V functional and the def2-TZVPD basis",
  "symbols": ["O", "O", "O", "O", "O", "O", "O", "O", "O", "O", "O", "O", "H", "H", "H", "H", "H", "H", "H", "H", "H", "H", "H", "H", "H", "H", "H", "H", "H", "H", "H", "H", "H", "H", "H", "H"],
  "xyz": [[2.28749, 0.03776, 1.13874], [-2.13644, 1.65413, -0.94069], [-3.27752, -1.56943, 0.74580], [-0.65220, -1.90964, 1.60436], [-2.40141, -3.81099, -1.68078], [4.66826, -0.84175, -0.87656], [-2.14600, 0.00759, 3.97698], [-0.27720, 3.08080, 2.10130], [1.84585, 3.00403, -0.21253], [2.42926, -1.53573, -1.75424], [-0.40224, 3.37066, -1.94591], [-0.26468, -1.72346, -1.97121], [-2.83329, 0.57660, 3.51766], [4.25661, -0.55975, -0.11198], [-0.89173, -1.26507, -2.64936], [4.27534, -0.57747, -1.71389], [-2.55885, -1.31684, 0.42682], [1.94358, -2.20343, -1.34702], [1.95394, 0.89156, 0.84054], [3.33820, -1.90481, -1.52021], [-3.06639, -2.41518, 1.14776], [0.60296, 3.02106, 1.65788], [-1.91152, 0.99215, -1.48753], [-1.27390, 3.03830, -2.01067], [0.50298, -1.33787, -1.53344], [-1.59986, -3.74633, -2.21859], [-0.12324, 3.22186, -2.92283], [-0.37195, -1.03033, 2.03911], [-1.89967, -0.27644, 3.11463], [1.63565, 3.72507, -0.80370], [2.80562, -0.17209, 0.48248], [-0.36536, 3.88787, 2.44926], [2.82575, 3.19204, 0.05802], [-2.81761, -3.26791, -1.09929], [-1.40513, 1.82128, -0.22689], [-0.40757, -2.40599, 2.42923]],
  "forces_ev_per_angstrom": [[-4.4, 2.1, 5.2], [-0.1, 4.0, 5.2], [-10.0, -3.8, 4.2], [1.0, 1.7, 2.7], [1.2, -4.7, -2.7], [2.7, -1.6, -2.4], [-1.9, 1.5, -1.0], [1.4, -5.4, -2.7], [3.2, 0.0, 1.4], [2.2, 0.3, -0.5], [2.4, 0.2, -3.2], [-2.9, -0.9, -1.4], [0.3, 0.0, 2.0], [-1.2, 1.2, 1.8], [2.7, -0.3, 2.1], [-0.1, 0.9, 0.7], [10.3, 4.0, -4.6], [-1.7, -2.1, 0.9], [-0.2, 0.3, 0.2], [-1.1, 0.9, -0.4], [-0.1, -0.3, 0.5], [-1.0, 0.4, 0.4], [1.7, -3.7, -2.8], [-1.9, -0.4, 0.6], [-0.3, 1.4, -0.8], [0.0, 1.3, 0.6], [-0.2, 0.6, 2.4], [-0.4, -1.1, -1.7], [1.4, -1.4, -1.0], [-0.5, 0.2, -0.3], [4.1, -2.2, -5.5], [-0.4, 4.9, 2.0], [-2.7, -0.4, -0.7], [-1.3, 3.7, 2.2], [-1.8, -0.6, -2.1], [-0.4, -0.5, -1.1]],
  "mulliken_charge": [-0.52, -0.68, -0.41, -0.57, -0.35, -0.65, -0.51, -0.57, -0.62, -0.72, -0.57, -0.53, 0.39, 0.25, 0.34, 0.36, 0.25, 0.21, 0.27, 0.46, 0.38, 0.34, 0.28, 0.35, 0.38, 0.39, 0.32, 0.24, 0.25, 0.28, 0.31, 0.26, 0.32, 0.34, 0.37, 0.37],
  "de_lowest_ev": 6.709,
  "multiplicity": 2,
  "gap_ev": [10.571, 2.529],
  "charge": 1
}



[4]
{
  "formula": "H24O12",
  "method": "the ωB97M-V functional and the def2-TZVPD basis",
  "symbols": ["O", "O", "O", "O", "O", "O", "O", "O", "O", "O", "O", "O", "H", "H", "H", "H", "H", "H", "H", "H", "H", "H", "H", "H", "H", "H", "H", "H", "H", "H", "H", "H", "H", "H", "H", "H"],
  "xyz": [[-1.00612, -2.38793, -0.77038], [-2.67557, 0.80225, -3.18899], [0.02835, 3.45849, 2.04667], [0.47238, -1.02043, 1.23477], [2.37834, -3.37575, 0.83601], [0.47929, -0.52433, -3.28428], [2.78449, 2.14584, -1.18673], [1.39270, 1.09949, 3.45249], [-1.87826, -2.42126, 3.20228], [-0.99839, 1.28703, -1.09968], [2.07530, 4.71173, 0.07799], [-3.50327, -2.14743, -0.67037], [1.92546, 3.93252, 0.63606], [3.18903, -3.76895, 0.49403], [0.68160, -0.70985, -4.22709], [-0.16226, 1.34362, -0.56220], [0.10849, -1.05828, 2.11345], [1.83447, 1.94230, 3.50752], [2.12216, -4.11569, 1.40869], [-0.84941, 3.79955, 1.87424], [-1.96145, -1.81811, 2.47541], [1.77031, 0.45161, 2.86073], [-2.27733, 0.11366, -2.64078], [2.02270, 4.32378, -0.83130], [-1.71355, -2.79081, -0.27313], [-2.35336, 0.90669, -4.09110], [-4.03600, -1.35293, -0.77323], [1.93064, 1.86121, -1.55569], [-0.26813, -1.94266, -0.32085], [-0.84215, 0.94573, -2.03637], [0.80380, -1.85481, 0.96494], [-3.60408, -2.66976, -1.46225], [-0.24068, -1.10931, -2.95914], [3.53274, 1.64590, -1.49542], [0.03464, 2.57067, 2.39676], [-1.19687, -2.27375, 3.84695]],
  "forces_ev_per_angstrom": [[1.3, 0.3, -2.1], [-0.6, 0.5, 0.5], [1.1, 0.8, -0.6], [-0.3, 2.0, -0.6], [0.0, -0.8, 0.4], [-0.4, -0.1, 0.0], [-1.2, 1.0, 0.7], [-1.5, -0.2, 0.5], [-0.9, -1.5, 0.0], [1.0, -0.3, -0.3], [-0.2, -0.3, -0.9], [-0.1, 0.1, 0.6], [-0.2, -0.2, 0.6], [0.2, 0.5, -0.5], [-0.5, -0.1, 1.0], [-1.0, -0.4, -1.0], [-0.2, -0.5, 0.4], [0.8, -0.1, -0.3], [-0.4, 0.4, 0.1], [-0.3, -0.3, 0.2], [0.4, 0.8, 0.0], [0.7, 0.4, -0.4], [-0.1, -0.1, -1.0], [0.3, 0.3, 0.5], [-0.2, 0.3, 1.0], [0.3, -0.7, 0.3], [-0.1, 0.0, -0.1], [1.1, -0.4, -0.3], [-1.1, -0.2, 0.6], [0.4, 0.9, 1.7], [1.2, -1.5, 0.5], [-0.3, -0.1, -0.5], [0.9, 0.1, -0.8], [0.0, -0.5, -0.5], [-0.5, -0.6, 0.3], [0.4, 0.7, 0.0]],
  "mulliken_charge": [-0.45, -0.61, -0.57, -0.61, -0.62, -0.62, -0.63, -0.66, -0.62, -0.48, -0.31, -0.61, 0.36, 0.30, 0.31, 0.30, 0.25, 0.32, 0.32, 0.31, 0.31, 0.33, 0.26, 0.40, 0.36, 0.34, 0.30, 0.33, 0.42, 0.37, 0.33, 0.33, 0.31, 0.29, 0.34, 0.31],
  "de_lowest_ev": 3.215,
  "multiplicity": 2,
  "gap_ev": [11.436, 2.177],
  "charge": 1
}



[5]
{
  "formula": "H24O18SV",
  "method": "the ωB97M-V functional and the def2-TZVPD basis",
  "symbols": ["V", "S", "O", "O", "O", "O", "O", "O", "O", "O", "O", "O", "O", "O", "O", "O", "O", "O", "O", "O", "H", "H", "H", "H", "H", "H", "H", "H", "H", "H", "H", "H", "H", "H", "H", "H", "H", "H", "H", "H", "H", "H", "H", "H"],
  "xyz": [[9.70392, 11.56561, 15.61079], [7.35585, 13.95504, 16.77084], [10.47532, 14.00549, 18.20419], [6.80041, 13.95347, 13.26321], [6.32234, 14.14891, 15.75692], [6.65666, 13.33154, 17.90987], [5.47718, 10.97930, 18.03768], [8.09881, 14.35223, 20.16559], [4.62472, 13.82830, 19.43311], [7.33054, 17.63457, 17.83323], [10.32270, 11.15977, 17.08956], [8.62016, 10.34039, 15.27593], [8.37428, 13.07789, 16.25893], [9.56490, 16.19000, 15.34455], [5.37819, 16.63173, 15.71919], [11.17335, 13.26500, 15.31170], [7.75958, 11.61724, 19.62096], [7.88561, 15.27133, 17.16884], [5.47955, 11.50037, 15.24086], [3.81720, 14.28612, 16.48574], [5.74483, 11.89673, 18.09163], [6.92654, 14.83375, 12.90904], [3.96671, 13.93789, 18.74664], [3.67372, 14.99227, 15.85566], [9.79218, 17.02003, 15.76364], [5.70090, 15.73155, 15.67723], [7.50607, 18.06565, 16.99682], [10.06857, 13.64139, 18.99046], [8.67093, 15.10710, 20.30370], [7.66149, 12.55920, 19.48198], [5.56492, 12.44297, 15.38387], [6.63814, 14.09124, 14.19644], [8.90543, 15.80307, 15.92041], [6.32043, 11.23727, 14.86679], [5.45187, 13.73649, 18.96022], [10.60956, 13.95629, 15.65879], [9.89626, 14.72196, 17.94424], [5.04070, 10.90616, 17.18894], [7.36394, 16.69919, 17.63280], [5.27569, 16.89283, 14.80401], [12.04300, 13.66277, 15.27024], [7.29242, 11.21655, 18.88786], [4.71527, 13.99780, 16.32270], [7.55494, 14.59708, 19.41695]],
  "forces_ev_per_angstrom": [[-2.9, -2.8, 6.3], [-3.6, 0.9, 3.4], [0.8, 0.1, -0.4], [0.3, -0.2, -1.4], [0.1, 0.1, -1.3], [1.7, 0.8, -0.9], [-0.3, -1.0, 0.5], [0.4, 0.0, 0.4], [-0.6, 0.2, 0.9], [0.3, 1.3, 0.7], [-1.6, 0.9, -5.0], [3.5, 3.5, 0.1], [3.7, -2.4, -2.1], [1.1, 0.0, -0.9], [-0.4, 1.0, -0.2], [-0.6, -0.8, -0.7], [0.7, -0.5, 0.5], [1.0, -1.4, -0.4], [-0.4, -0.5, -0.2], [-1.1, -0.4, 0.3], [-0.2, 0.2, -0.1], [0.1, 0.1, -0.2], [-0.1, 0.1, -0.3], [0.0, 0.3, 0.0], [0.1, 0.2, 0.1], [0.3, -0.5, 0.1], [-0.2, 0.0, -0.2], [-0.4, -0.3, 0.3], [0.1, 0.3, 0.1], [0.1, 0.0, 0.2], [0.0, 0.3, -0.1], [-0.1, 0.0, 0.7], [-0.7, -0.1, 0.6], [0.3, -0.2, 0.0], [0.0, 0.1, -0.1], [-0.5, 0.8, 0.4], [-0.4, 0.3, 0.1], [0.1, 0.0, -0.4], [-0.2, -0.3, -0.1], [0.0, 0.1, -0.2], [0.3, -0.3, 0.0], [-0.3, -0.3, -0.1], [0.2, 0.1, 0.1], [-0.4, 0.2, -0.3]],
  "mulliken_charge": [1.16, 1.04, -0.69, -0.70, -1.40, -0.82, -0.76, -0.72, -0.77, -0.73, -0.47, -0.56, 0.91, -0.73, -0.66, -0.53, -0.72, -0.66, -0.71, -0.76, 0.48, 0.30, 0.36, 0.34, 0.32, 0.37, 0.27, 0.32, 0.34, 0.38, 0.36, 0.38, 0.34, 0.29, 0.38, 0.32, 0.36, 0.38, 0.39, 0.28, 0.28, 0.37, 0.44, 0.25],
  "de_lowest_ev": 0.000,
  "gap_ev": 6.456,
  "charge": -1
}



[6]
{
  "formula": "H25O13",
  "method": "the ωB97M-V functional and the def2-TZVPD basis",
  "symbols": ["O", "O", "O", "O", "O", "O", "O", "O", "O", "O", "O", "O", "O", "H", "H", "H", "H", "H", "H", "H", "H", "H", "H", "H", "H", "H", "H", "H", "H", "H", "H", "H", "H", "H", "H", "H", "H", "H"],
  "xyz": [[-0.45059, 0.21848, 4.27127], [3.46382, 0.71989, 1.63550], [-1.86310, 2.39919, 2.25101], [0.08497, 0.21200, 0.24156], [2.84351, 3.59726, 0.19029], [-0.98281, 2.44815, -0.51386], [-3.20604, -1.16208, 1.06145], [1.14661, -2.71543, 0.77829], [1.95394, -2.67200, -1.46677], [-3.15417, -0.73226, -1.79977], [1.09327, 2.22434, -2.11662], [-1.69312, -3.61045, -1.89634], [1.23780, -0.38099, -1.71501], [1.48701, -2.27234, -2.27177], [-0.86507, -3.52725, -1.39501], [4.22897, 0.15926, 1.32724], [-1.04946, 0.80918, 3.82197], [-2.69311, 1.91218, 2.37001], [-0.60200, 1.61673, -0.96658], [-1.62270, -3.38355, -2.80564], [0.75598, -0.46689, -2.49409], [-1.42681, 1.88070, 1.57500], [2.55497, 0.46961, 1.59569], [2.29424, -1.80586, -1.11854], [1.77429, 2.26949, -2.83951], [0.88634, -2.17023, 0.04273], [-2.25847, -0.82641, -1.54513], [-0.71667, -0.04660, 0.64217], [0.66668, -0.29316, -0.60834], [-0.81530, -0.68847, 4.04476], [-0.25331, 3.03899, -0.63609], [1.29008, 1.35724, -1.57222], [1.18693, -3.62474, 0.69112], [3.17588, 3.18658, 0.98531], [-3.46042, 0.16575, -1.98752], [-4.09672, -1.06024, 1.41130], [-3.01650, -0.26968, 0.69200], [2.10107, 3.02364, 0.12014]],
  "forces_ev_per_angstrom": [[-0.5, -2.2, 0.0], [2.9, 1.1, 0.3], [-0.8, -0.5, 0.9], [1.9, 0.4, -0.1], [0.6, 0.5, 0.4], [-0.5, -1.8, -1.0], [0.2, 1.1, 0.1], [-0.3, 2.9, 3.5], [0.2, 0.5, -2.6], [-2.4, -0.2, -0.8], [1.4, -0.8, 0.0], [-0.4, -0.6, 1.7], [2.0, 0.8, 1.8], [1.2, -1.0, 1.7], [-0.2, 0.2, -0.8], [-2.5, 0.4, 0.3], [-0.2, 0.6, -0.4], [0.1, 0.4, 0.1], [-0.9, 1.7, 1.4], [0.7, 0.4, -0.8], [-1.6, 0.1, -1.8], [0.7, 0.2, -0.9], [-0.6, -1.4, -0.6], [-0.4, -1.1, -0.6], [-0.9, -0.3, 1.4], [-0.2, -0.8, -0.5], [1.4, 0.5, 0.3], [-1.0, -1.1, 0.5], [-1.5, 0.5, -0.2], [0.8, 1.6, 0.3], [0.5, 0.7, -0.2], [-0.1, 1.3, -1.9], [0.0, -2.2, -1.4], [1.0, 0.0, 0.6], [1.0, -0.2, 0.2], [0.0, -0.1, 0.0], [-0.2, -1.0, 0.1], [-1.4, -0.6, -1.0]],
  "mulliken_charge": [-0.64, -0.66, -0.68, -0.31, -0.65, -0.63, -0.58, -0.58, -0.71, -0.65, -0.73, -0.64, -0.95, 0.31, 0.34, 0.29, 0.34, 0.30, 0.38, 0.29, 0.17, 0.35, 0.33, 0.36, 0.25, 0.26, 0.31, -0.02, 0.38, 0.31, 0.29, 0.38, 0.25, 0.30, 0.32, 0.28, 0.28, 0.35],
  "de_lowest_ev": 4.384,
  "gap_ev": 8.919,
  "charge": -1
}



Number 1: E -24959.802 eV. Number 2: E -24959.658 eV. Number 3: E -24944.252 eV. Number 4: E -24947.746 eV. Number 5: E -73770.538 eV. Number 6: E -27022.991 eV.